No. 1
The following is a quantum chemistry calculation of C20H24B2ClF4N2O10PS2SeW as an isolated structure, from OMol25.

Geometry as XYZ:
```
68
Properties=species:S:1:pos:R:3:forces:R:3
H -0.9110 -1.8264 2.4405 0.01 0.04 0.03
C 0.3625 -0.2345 5.1276 -0.01 0.00 0.00
C -0.4316 -1.0734 3.0488 -0.08 0.03 -0.01
O 0.3306 1.9235 0.4465 0.23 -0.28 -0.28
F 3.0134 0.7498 1.5483 -0.02 -0.04 0.03
C 1.3569 5.0073 -0.3026 0.01 0.01 0.04
F 4.3980 2.1061 0.3134 0.06 0.02 0.00
H 1.8494 5.9516 -2.1560 0.00 0.00 0.00
Se -2.5406 2.6094 -0.1139 -0.12 0.01 -0.07
H -0.6895 -2.1076 4.9086 -0.01 0.00 0.00
O 0.8127 -3.5238 1.8014 0.05 -0.05 -0.06
C 2.4844 5.7793 1.6958 0.00 0.00 0.00
C 2.4850 -4.2193 -2.4720 -0.02 -0.03 0.04
C -3.2174 -2.6493 0.9601 0.04 -0.11 -0.05
O -0.4190 0.5308 -1.7530 0.07 -0.10 0.00
H 3.5763 -2.4294 3.4611 0.00 0.01 -0.01
H 1.0514 1.7824 2.5155 0.00 0.01 -0.01
H -2.5914 -3.5372 1.0172 0.01 0.00 0.04
H 2.5610 -1.4687 2.3761 -0.02 0.05 0.00
H 1.5524 -5.5843 3.2039 0.00 0.00 0.00
H -3.2436 -2.1475 1.9255 0.00 0.02 -0.03
C 0.8585 0.8689 4.4510 0.01 -0.01 0.00
O -2.0825 0.9598 0.3907 0.05 -0.09 0.02
C 0.5268 -0.3557 6.5543 0.02 0.03 0.01
C 2.0244 5.9185 -1.0883 0.00 -0.01 0.00
O -1.4090 -1.3598 0.3374 0.11 -0.07 -0.09
P 0.9577 -3.4331 0.2063 0.03 -0.09 0.06
H 1.3855 1.6579 4.9667 0.00 0.00 0.00
C 1.5866 4.9394 1.0806 0.01 0.02 -0.01
W -0.3118 0.3175 -0.0912 -0.58 -0.03 0.03
C 0.6705 0.9445 3.0791 0.02 -0.02 0.01
N 0.6541 -0.4504 7.6926 -0.01 -0.02 0.00
H 1.6593 -4.9277 -2.5221 0.02 0.01 0.00
O -3.1771 -1.3268 -1.0595 0.05 -0.13 -0.12
H 2.9756 -5.2201 2.2155 0.02 -0.01 -0.04
O 0.4372 4.1028 -0.6773 -0.02 -0.05 -0.05
H 2.6624 5.7069 2.7613 0.00 0.00 0.00
C 2.9449 -2.4681 2.5692 0.02 0.02 0.02
O 2.3622 -4.1953 0.0187 -0.05 0.02 0.03
B 3.6902 0.9057 0.3101 -0.07 -0.01 -0.12
H 2.0899 -3.2177 -2.6333 -0.02 0.05 0.01
H 3.8899 7.3736 1.3572 0.00 0.00 0.00
C 3.2162 -4.3191 -1.1448 0.02 -0.01 -0.01
C 2.3778 -4.8857 3.0609 -0.04 0.02 -0.03
S -0.5322 -4.3738 -0.6061 -0.02 -0.03 -0.05
O -1.3939 3.5057 0.8571 0.02 0.15 0.17
S 1.4352 -1.5343 -0.3734 0.05 0.34 0.14
H 3.6070 -5.3370 -1.0475 -0.01 0.01 0.01
C -2.6093 -1.7079 -0.0722 -0.17 0.30 0.18
H 3.4885 7.4946 -1.0646 0.00 0.00 0.00
F 2.7348 0.9088 -0.7412 0.11 0.07 0.11
C -0.2972 -1.2298 4.4151 -0.01 0.04 0.01
Cl -4.8780 -3.1643 0.5744 -0.01 -0.01 -0.01
F 4.5689 -0.1835 0.1313 0.03 -0.01 0.01
H 3.5682 -2.7402 1.7188 -0.02 0.00 0.02
H 3.0003 -4.8863 3.9590 0.00 0.00 -0.01
H 3.1988 -4.4413 -3.2688 0.00 0.00 0.00
C 2.9412 6.7766 -0.4649 0.00 0.00 0.00
H 5.0714 -3.5029 -1.8444 0.01 -0.01 0.00
H 1.2857 -3.1728 3.7041 0.05 -0.03 -0.04
O 0.8193 3.9844 1.6415 -0.05 -0.04 -0.04
C 1.8461 -3.4821 2.8172 0.01 0.00 0.04
H 4.0215 -2.3011 -1.0682 0.02 -0.03 0.03
B 0.0269 3.3852 0.5404 0.17 0.03 0.15
C 4.3662 -3.3350 -1.0267 -0.03 0.01 0.00
H 4.8957 -3.4768 -0.0827 -0.01 0.02 -0.02
C 3.1671 6.7091 0.8985 0.00 0.00 -0.01
N 0.0295 -0.0057 2.3940 0.10 -0.01 -0.06
```
Forces are in eV/Å.

* gap between HOMO and LUMO: 6.52 eV
* charge: -2
* LUMO energy: 3.680 eV
* molar mass: 943.39 Da

No. 2
The following is a quantum chemistry calculation of C20H24B2O40S6 as an isolated structure in a non-equilibrium geometry, from OMol25.

Geometry as XYZ:
```
92
Properties=species:S:1:pos:R:3:forces:R:3
C 0.3766 -6.0399 -0.2245 -2.61 0.05 -0.44
O -0.3663 -7.2981 -3.0822 1.32 0.01 0.63
O 4.6724 1.1954 8.5604 0.12 -0.53 -2.39
O -2.1934 2.0296 -2.6664 0.01 -0.05 -0.04
C -0.2459 4.2828 -5.0314 1.14 0.82 0.80
O 0.4992 2.8968 -2.0371 -0.45 -1.72 1.03
H 2.8524 3.5455 1.4105 -0.18 -0.10 0.49
O 0.3660 -7.3599 -0.7913 -0.57 -1.50 1.69
H -3.3396 -1.9326 4.2958 1.77 0.91 -0.24
H -1.6694 4.5751 -3.3904 -0.71 -0.73 0.37
H -0.6526 3.2822 -5.1550 -0.22 0.16 -0.03
H -6.5000 1.4541 -0.9912 0.71 -0.03 -0.59
O -7.0497 -1.8445 5.1794 0.28 -1.34 -0.17
C 3.4122 2.8645 -0.5086 0.71 -1.09 0.75
C 5.1763 -0.3052 -1.1805 0.55 -0.07 1.31
H 6.0434 -0.5696 -0.5140 -0.64 0.68 -0.49
O -0.7940 -0.6591 0.6707 0.59 0.42 -1.27
C 2.8979 0.8570 3.2019 1.08 -0.96 1.34
O 3.1506 5.1892 0.2577 -0.58 -0.99 -0.21
O 1.7420 -8.5073 -2.5341 -1.35 1.71 0.81
O 3.4100 5.2574 -2.2137 0.50 -0.19 1.64
O 6.8754 -0.0988 6.8184 -0.52 0.38 0.43
O -6.3038 -0.5597 -0.8448 -0.50 -0.49 -0.21
O -1.4725 1.3919 1.5409 -0.29 -1.20 1.70
H 1.0082 -6.1169 0.6209 1.14 0.53 0.53
O 1.3540 -1.0650 3.2159 1.92 0.24 0.69
H -5.9700 1.1430 -3.3480 1.31 -0.43 0.14
C 0.7616 -5.1685 -1.4412 -0.26 -0.16 0.23
O -5.6294 -0.9006 -3.0521 1.43 1.36 -0.12
H -4.4976 -3.3324 2.1125 -0.13 0.39 -0.01
O -6.8608 -4.3514 5.2836 1.19 2.14 0.18
H 3.0508 -0.8811 -1.1534 0.33 -0.17 -0.17
H -0.6686 -5.8960 0.1821 1.12 0.30 -0.69
H -4.7365 0.8991 -0.6410 -1.95 -0.52 -0.44
C -1.5613 1.6665 -1.7097 0.07 0.24 -0.52
C 2.6408 3.7974 0.3915 -2.27 0.44 0.55
C 4.0254 -1.2639 -0.8087 -0.81 1.78 -0.81
O -1.6133 6.2630 -4.6207 1.17 -0.87 1.72
O 6.6140 -2.9171 -2.4479 -0.98 0.91 0.69
H 1.5542 3.7949 0.1752 0.73 0.10 0.23
C -0.1020 2.0340 -1.3851 -0.31 2.99 -2.68
H -3.5657 -3.7776 3.9605 0.71 0.80 0.88
O -2.8682 5.3002 -6.4470 0.43 -0.02 -0.44
C 2.3084 -0.5020 3.7185 -1.00 1.24 1.83
H 1.3196 -4.2755 -1.2158 0.29 0.10 0.13
S 4.1141 5.1189 -0.9516 2.86 2.63 -2.14
O 3.6660 1.4079 4.1809 -0.98 -0.21 -1.42
C -4.8706 -2.6391 2.8731 0.47 -0.29 -0.15
O 5.3129 5.9127 -0.7138 -2.15 -0.77 -0.29
O -7.9825 -0.7090 -2.7441 -1.88 1.42 0.03
C -5.7221 0.7025 -1.2180 1.89 0.07 0.09
S -6.8495 -1.2965 -2.1716 1.85 -0.79 0.21
O 2.8539 -0.6506 4.9525 -0.77 -0.52 -1.58
H -5.0221 -1.6565 2.4168 -0.25 -0.05 0.48
H -4.1979 0.6367 -2.8699 -0.13 0.09 -0.28
B 3.8241 0.4503 5.2645 0.09 -1.46 0.02
O 4.7421 -2.6131 -3.9094 -0.50 0.84 -0.22
O 4.5764 3.6458 -0.7507 0.76 -0.61 -1.03
O -4.8335 -2.7183 5.2303 -0.13 -0.70 1.19
O -1.9993 0.9409 -0.7225 -0.71 -0.54 -0.12
O 5.1848 -0.1102 5.3458 0.34 0.54 0.43
C 5.7452 0.1870 6.5373 0.17 -0.58 -1.09
S 0.8165 -7.4244 -2.2558 -0.02 -1.95 -2.59
H 2.9310 2.4576 -1.4224 0.18 0.72 0.53
O -1.5185 -2.0252 2.2785 -0.32 -1.69 0.73
O 0.2341 1.4726 -0.3020 0.36 -1.36 2.17
H 3.9179 -1.3534 0.2530 0.32 -0.76 0.56
S -6.3244 -3.0561 4.8764 -1.98 -0.30 0.89
O 3.5855 0.9428 6.6114 -1.56 0.92 -0.47
C -0.8733 5.0856 -3.8631 -1.27 1.45 -1.74
B -0.9891 0.7783 0.3238 0.41 -0.55 0.65
C -3.9516 -2.7508 4.1082 -1.58 -1.73 -1.16
O -1.3939 7.2701 -6.8498 -0.21 -1.76 0.62
O 1.6069 -6.0852 -2.1610 0.85 1.03 -0.90
O 4.3199 -2.4720 -1.5212 0.05 -0.06 0.93
H 0.8401 4.2591 -4.8970 -0.27 -0.43 0.11
C -5.2656 0.5101 -2.7422 -2.63 -0.06 0.47
S -1.6694 6.0257 -6.1630 0.02 1.12 0.36
O -2.5207 0.4582 3.3833 -0.20 0.48 0.75
H 3.8118 2.0686 0.1432 -0.67 0.00 -0.50
C 4.6209 0.8731 7.3739 1.17 0.05 2.92
C -1.3333 -0.9529 1.8309 0.29 1.67 -0.71
H 4.9798 0.7960 -1.2257 0.00 -1.22 0.33
H -0.2460 5.5182 -3.0844 0.28 0.17 -0.66
O -6.8286 -2.6953 -2.0088 0.03 -0.58 0.74
H -0.0787 -4.9248 -2.1124 0.08 -0.06 0.62
O -0.3832 5.0949 -6.2041 -0.32 -0.05 -0.96
O 5.5176 -0.6955 -2.4924 0.10 0.11 -1.33
O -6.0736 -3.2542 3.3659 -0.25 0.27 -1.89
S 5.3602 -2.2465 -2.6870 1.56 -2.04 -0.75
C -1.8201 0.3672 2.4383 0.36 1.18 -1.92
O 2.7349 1.2519 2.0951 -0.02 0.86 -0.74
```
Forces are in eV/Å.

* gap between HOMO and LUMO: 9.60 eV
* charge: -2
* LUMO energy: 3.103 eV
* molar mass: 1118.40 Da

Among the records above, which one has the lowest gap between HOMO and LUMO? C20H24B2ClF4N2O10PS2SeW

LUMO energy of number 1 (C20H24B2ClF4N2O10PS2SeW)? 3.680 eV

Among the records above, which one has the highest gap between HOMO and LUMO? C20H24B2O40S6